[1]
Molecular formula: C24H61B2CrF14N6O10S2
Method: DFT, wB97M-V/def2-TZVPD

Structure (ORCA input):
```
! RIJCOSX wB97M-V def2-TZVPD def2/J DEFGRID3
* xyz 0 4
Cr -3.354 -16.546 -9.001
B -4.534 -15.991 -11.425
F -4.508 -17.248 -10.723
F -5.830 -15.556 -11.603
F -3.842 -15.146 -10.504
F -3.887 -16.141 -12.630
B -1.431 -15.344 -7.638
F -1.054 -14.594 -6.583
F -0.378 -15.912 -8.321
F -2.364 -16.427 -7.260
F -2.283 -14.656 -8.585
C -5.289 -20.378 -9.785
F -4.197 -20.226 -10.503
F -6.369 -20.198 -10.535
F -5.341 -21.579 -9.245
S -5.382 -19.031 -8.469
O -6.279 -18.055 -8.998
O -5.726 -19.607 -7.224
N -3.824 -18.364 -8.396
S -2.827 -19.412 -7.582
O -3.222 -20.771 -7.704
O -1.470 -19.104 -7.919
C -2.939 -18.958 -5.752
F -1.815 -18.376 -5.378
F -3.963 -18.151 -5.506
F -3.091 -20.095 -5.074
C -1.628 -18.544 -12.188
C -1.278 -18.174 -10.760
O -1.899 -16.931 -10.377
H -1.241 -17.793 -12.881
H -2.703 -18.640 -12.319
H -1.156 -19.502 -12.411
H -0.202 -18.153 -10.593
H -1.692 -18.932 -10.109
H -1.422 -16.200 -10.871
C 1.397 -14.221 -10.398
C 0.017 -13.564 -10.502
C 0.163 -12.222 -11.209
O -1.115 -11.638 -11.380
C -1.104 -10.528 -12.273
N -0.870 -14.456 -11.290
H 2.189 -13.510 -10.175
H 1.662 -14.901 -11.209
H 1.342 -14.930 -9.564
H -0.478 -13.433 -9.544
H 0.666 -12.386 -12.179
H 0.840 -11.564 -10.641
H -2.151 -10.296 -12.465
H -0.596 -10.805 -13.198
H -0.662 -9.653 -11.789
H -1.645 -13.855 -11.591
H -0.466 -14.629 -12.216
C -4.420 -13.841 -6.389
C -4.828 -15.306 -6.455
C -6.163 -15.590 -5.790
O -6.492 -16.931 -5.990
C -7.125 -17.575 -4.903
N -4.954 -15.725 -7.920
H -4.950 -13.181 -7.077
H -3.348 -13.712 -6.522
H -4.617 -13.421 -5.394
H -4.060 -15.878 -5.943
H -6.940 -14.932 -6.222
H -6.094 -15.299 -4.734
H -8.135 -17.168 -4.754
H -6.589 -17.424 -3.960
H -7.202 -18.628 -5.153
H -5.572 -14.928 -8.261
H -5.673 -16.462 -7.877
C -5.609 -18.811 -15.133
C -6.415 -17.536 -15.310
C -7.741 -17.580 -14.584
O -8.669 -18.340 -15.314
C -10.007 -17.928 -15.175
N -5.552 -16.389 -14.927
H -5.339 -18.936 -14.079
H -4.705 -18.747 -15.741
H -6.152 -19.694 -15.472
H -6.598 -17.434 -16.386
H -8.104 -16.575 -14.329
H -7.506 -17.979 -13.574
H -10.450 -17.937 -16.175
H -10.161 -16.945 -14.733
H -10.561 -18.669 -14.587
H -6.191 -15.670 -14.592
H -5.045 -16.682 -14.087
C -7.771 -12.411 -7.623
C -7.904 -13.434 -8.733
C -8.769 -12.978 -9.885
O -10.059 -12.655 -9.431
C -10.911 -12.338 -10.494
N -6.547 -13.751 -9.265
H -7.176 -11.550 -7.946
H -7.269 -12.792 -6.733
H -8.771 -12.080 -7.341
H -8.355 -14.344 -8.330
H -8.829 -13.825 -10.596
H -8.340 -12.166 -10.493
H -11.852 -11.929 -10.123
H -11.161 -13.242 -11.071
H -10.533 -11.588 -11.201
H -6.119 -12.867 -9.544
H -6.660 -14.221 -10.162
C -8.692 -10.706 -17.136
C -8.870 -10.743 -15.629
C -7.548 -11.008 -14.942
O -7.155 -12.328 -15.193
C -6.156 -12.811 -14.293
N -9.372 -9.431 -15.153
H -8.101 -11.586 -17.417
H -8.159 -9.806 -17.425
H -9.622 -10.876 -17.681
H -9.543 -11.530 -15.260
H -7.573 -10.795 -13.859
H -6.795 -10.283 -15.306
H -6.643 -13.398 -13.511
H -5.512 -11.974 -14.018
H -5.530 -13.517 -14.846
H -9.337 -9.369 -14.141
H -10.338 -9.288 -15.421
*
```

Computed properties:
- ⟨S²⟩ = 3.773
- Kohn-Sham gap (alpha / beta) (eV) = 6.98 / 8.23
- E_LUMO (alpha / beta) (eV) = -1.953 / -0.704
- E_HOMO (alpha / beta) (eV) = -8.93 / -8.93

[2]
Molecular formula: C24H62BBrFN12O4P2S
Method: DFT, wB97M-V/def2-TZVPD

Structure (ORCA input):
```
! RIJCOSX wB97M-V def2-TZVPD def2/J DEFGRID3
* xyz 1 1
C -1.046 -5.079 0.445
C -1.123 -3.472 -0.048
F -1.544 -3.376 -1.507
N -1.840 -2.564 0.823
C -1.197 -1.724 1.841
B 0.310 -1.141 1.621
O 0.574 -0.471 0.298
N 1.500 -1.230 2.555
C 2.807 -1.376 1.773
C 1.612 0.189 3.152
C -1.467 -2.319 3.388
N -0.918 -1.361 4.466
N -2.998 -2.162 3.516
C -3.750 -2.869 2.422
S -5.625 -3.014 2.737
N -3.341 -4.357 2.602
C -4.237 -4.963 3.492
O -4.634 -5.526 4.668
C -3.320 -2.547 0.886
Br -4.308 -4.054 -0.072
C -3.836 -1.224 0.141
C -5.027 -0.317 0.722
C -4.627 0.640 2.034
N -5.457 0.279 3.281
H -0.028 -5.590 0.091
H -1.004 -5.095 1.625
H -1.901 -5.729 -0.017
H 0.049 -3.286 -0.216
H -1.831 -0.707 1.911
H 0.802 0.495 0.436
H 3.049 -0.401 1.130
H 3.699 -1.575 2.533
H 2.709 -2.316 1.081
H 0.825 0.900 2.608
H 2.666 0.672 2.994
H 1.291 0.203 4.302
H -1.087 -3.406 3.536
H -1.500 -1.515 5.343
H 0.010 -1.812 4.720
H -3.160 -1.135 3.596
H -3.218 -2.563 4.477
H -5.827 -2.610 4.067
H -4.133 -1.525 -0.977
H -2.891 -0.506 -0.009
H -6.073 -0.868 0.894
H -5.287 0.488 -0.125
H -4.941 1.767 1.793
H -3.477 0.675 2.242
H -6.391 0.743 3.144
H -5.057 0.741 4.135
O 1.451 -0.987 -7.304
P 0.871 -1.652 -6.032
N 1.853 -3.046 -6.227
C 1.907 -3.761 -7.499
C 3.238 -2.793 -5.799
N -0.702 -1.845 -6.638
C -1.243 -3.064 -7.204
C -1.258 -0.694 -7.352
N 0.203 -2.416 -4.570
C 0.307 -1.510 -3.425
C 0.442 -3.786 -4.126
H 2.605 -4.605 -7.442
H 2.220 -3.124 -8.332
H 0.949 -4.215 -7.747
H 3.251 -2.308 -4.817
H 3.767 -2.145 -6.502
H 3.796 -3.731 -5.693
H -0.909 -3.216 -8.235
H -2.339 -3.035 -7.212
H -0.983 -3.945 -6.614
H -0.908 -0.660 -8.391
H -0.968 0.242 -6.862
H -2.353 -0.719 -7.357
H 1.343 -1.431 -3.080
H -0.321 -1.840 -2.590
H -0.036 -0.508 -3.703
H 1.457 -3.924 -3.737
H 0.268 -4.518 -4.919
H -0.258 -4.053 -3.325
O 1.725 3.622 2.901
P 2.284 4.837 2.121
N 3.746 4.831 3.021
C 3.735 4.808 4.481
C 4.655 3.768 2.564
N 1.143 5.953 2.696
C 1.352 6.888 3.783
C -0.247 5.494 2.716
N 2.927 6.234 1.224
C 2.865 5.990 -0.218
C 4.143 6.976 1.539
H 4.757 4.780 4.878
H 3.195 3.947 4.888
H 3.305 5.718 4.895
H 4.742 3.783 1.473
H 4.300 2.778 2.860
H 5.666 3.916 2.962
H 1.257 6.403 4.759
H 0.616 7.701 3.743
H 2.325 7.379 3.725
H -0.456 4.888 3.605
H -0.467 4.889 1.829
H -0.946 6.337 2.700
H 3.627 5.265 -0.525
H 3.003 6.913 -0.790
H 1.884 5.589 -0.493
H 5.048 6.405 1.302
H 4.186 7.283 2.587
H 4.180 7.908 0.962
*
```

Computed properties:
- Kohn-Sham gap (eV) = 5.40
- E_LUMO (eV) = -3.604
- E_HOMO (eV) = -9.00

[3]
Molecular formula: C24H62N2O9S9
Method: DFT, wB97M-V/def2-TZVPD

Structure (ORCA input):
```
! RIJCOSX wB97M-V def2-TZVPD def2/J DEFGRID3
* xyz 0 1
C 4.751 -4.580 -0.692
S 6.055 -3.258 -0.828
O 6.106 -2.395 0.439
C 7.362 -4.518 -0.556
H 5.085 -5.214 0.130
H 4.632 -5.221 -1.566
H 3.767 -4.111 -0.656
H 7.246 -5.318 -1.287
H 7.273 -4.998 0.419
H 8.316 -3.990 -0.583
C -1.097 -4.265 -5.319
S -1.501 -2.707 -6.268
O -0.592 -2.612 -7.516
C -3.243 -3.140 -6.788
H -1.796 -4.390 -4.493
H -0.091 -4.076 -4.943
H -1.017 -5.200 -5.873
H -2.997 -3.919 -7.510
H -3.651 -2.297 -7.346
H -3.906 -3.542 -6.022
C 3.573 2.934 -3.434
S 2.423 2.893 -4.890
O 1.716 4.228 -4.937
C 3.713 3.018 -6.166
H 4.004 1.933 -3.447
H 2.979 3.161 -2.549
H 4.378 3.664 -3.511
H 4.393 3.818 -5.874
H 3.262 3.139 -7.151
H 4.390 2.165 -6.131
C 3.793 -3.312 4.955
S 5.635 -3.294 5.057
O 5.978 -3.737 6.432
C 5.680 -1.475 5.205
H 3.475 -2.779 5.851
H 3.442 -4.343 5.008
H 3.519 -2.872 3.995
H 5.255 -1.260 6.185
H 5.137 -0.920 4.440
H 6.731 -1.192 5.275
C 6.226 2.707 1.217
S 6.660 4.464 0.812
O 5.409 5.202 0.437
C 7.046 5.159 2.479
H 5.802 2.605 2.216
H 7.112 2.073 1.170
H 5.604 2.191 0.486
H 8.050 4.776 2.661
H 6.405 4.700 3.232
H 6.970 6.245 2.536
C -7.127 0.335 1.559
S -6.361 -1.088 2.466
O -5.841 -0.525 3.780
C -7.911 -1.991 2.673
H -7.398 0.001 0.558
H -6.451 1.183 1.449
H -8.074 0.637 2.006
H -8.363 -2.047 1.683
H -8.580 -1.436 3.330
H -7.912 -2.987 3.115
C 1.352 5.974 5.241
S 1.685 5.268 3.548
O 0.485 4.369 3.290
C 1.389 6.765 2.559
H 1.740 6.991 5.283
H 1.658 5.372 6.098
H 0.264 5.971 5.307
H 2.009 7.535 3.017
H 0.366 7.059 2.795
H 1.460 6.552 1.492
C -1.332 0.512 0.262
S 0.069 -0.426 -0.445
O -0.394 -1.896 -0.405
C 1.198 0.043 0.933
H -2.273 0.395 -0.275
H -1.137 1.584 0.291
H -1.470 0.369 1.334
H 2.158 -0.432 0.731
H 0.794 -0.371 1.857
H 1.196 1.132 0.989
C -7.794 -5.524 -2.391
S -7.975 -3.760 -2.897
O -9.067 -3.200 -1.946
C -6.368 -3.250 -2.201
H -6.912 -5.987 -2.835
H -8.640 -6.141 -2.693
H -7.523 -5.552 -1.336
H -5.555 -3.769 -2.709
H -6.319 -3.496 -1.141
H -6.164 -2.206 -2.436
C -0.475 0.685 6.786
C -0.614 -0.163 7.974
N -0.698 -0.842 8.920
H -1.246 0.453 6.051
H 0.490 0.421 6.353
H -0.427 1.725 7.111
N -5.543 1.315 -5.026
C -4.250 1.883 -4.961
C -4.146 2.526 -3.727
C -5.337 2.320 -3.030
C -6.215 1.652 -3.886
H -5.978 0.843 -5.807
H -3.610 1.743 -5.819
H -3.339 3.086 -3.279
H -5.700 2.844 -2.158
H -7.256 1.405 -3.739
*
```

Computed properties:
- relative energy (zero: lowest compared OMol25 entry of this formula, charge and spin) (kJ/mol) = 72.0
- Kohn-Sham gap (eV) = 8.28
- E_LUMO (eV) = 0.020
- E_HOMO (eV) = -8.26

[4]
Molecular formula: C24H62N4O9
Method: DFT, wB97M-V/def2-TZVPD

Structure (ORCA input):
```
! RIJCOSX wB97M-V def2-TZVPD def2/J DEFGRID3
* xyz 1 2
O 0.989 -12.983 8.853
H 0.483 -12.382 9.400
H 1.780 -12.495 8.627
C -3.878 -5.866 22.923
O -4.265 -6.279 21.594
C -3.132 -6.403 20.781
C -3.572 -6.639 19.332
N -2.625 -6.402 18.234
C -1.208 -6.723 18.357
C -0.712 -7.340 17.067
O -1.340 -8.643 16.842
C -2.232 -8.760 15.696
H -3.489 -4.854 22.812
H -3.031 -6.359 23.400
H -4.745 -5.830 23.583
H -2.481 -7.223 21.085
H -2.496 -5.519 20.763
H -4.548 -6.197 19.129
H -3.735 -7.713 19.242
H -2.953 -6.330 17.282
H -1.081 -7.623 18.959
H -0.708 -5.867 18.810
H 0.361 -7.442 17.226
H -0.848 -6.638 16.244
H -2.563 -7.768 15.386
H -3.093 -9.342 16.022
H -1.668 -9.317 14.948
C 2.001 -15.840 18.078
O 2.727 -15.303 17.037
C 4.098 -15.032 17.266
C 4.876 -14.499 16.018
N 4.725 -13.064 15.874
C 5.436 -12.467 14.720
C 7.011 -12.470 14.773
O 7.590 -11.869 13.616
C 8.966 -11.699 13.594
H 1.008 -16.180 17.785
H 2.032 -15.106 18.883
H 2.527 -16.767 18.305
H 4.482 -15.998 17.592
H 4.202 -14.450 18.181
H 4.615 -15.022 15.098
H 5.941 -14.691 16.148
H 3.753 -12.822 15.745
H 5.055 -11.470 14.500
H 5.170 -12.992 13.803
H 7.326 -13.503 14.919
H 7.483 -11.939 15.601
H 9.229 -11.437 14.618
H 9.447 -10.913 13.012
H 9.453 -12.633 13.312
C 3.194 -11.517 18.318
O 3.127 -10.509 17.303
C 1.854 -10.147 16.898
C 1.223 -11.034 15.849
N 2.054 -11.086 14.700
C 1.402 -11.031 13.423
C 2.311 -11.281 12.283
O 3.175 -12.361 12.468
C 2.484 -13.635 12.582
H 2.593 -11.336 19.209
H 4.223 -11.657 18.649
H 3.006 -12.462 17.809
H 1.914 -9.142 16.480
H 1.213 -10.108 17.779
H 0.191 -10.745 15.652
H 1.142 -11.984 16.379
H 2.909 -10.551 14.765
H 0.829 -10.104 13.403
H 0.609 -11.776 13.375
H 3.015 -10.451 12.354
H 1.820 -11.244 11.311
H 2.208 -13.915 11.565
H 1.668 -13.769 13.293
H 3.153 -14.404 12.968
C 0.548 -8.016 9.836
O -0.059 -8.256 11.109
C -1.505 -8.458 10.929
C -2.111 -9.083 12.159
N -3.508 -9.389 11.923
C -4.213 -9.924 13.012
C -3.839 -11.412 13.240
O -4.701 -11.877 14.361
C -4.687 -13.268 14.730
H 1.439 -7.412 10.009
H -0.178 -7.543 9.175
H 0.764 -9.013 9.454
H -1.735 -9.082 10.065
H -2.021 -7.532 10.677
H -2.130 -8.324 12.941
H -1.536 -9.966 12.438
H -3.535 -10.097 11.203
H -5.261 -9.824 12.732
H -4.185 -9.308 13.911
H -2.776 -11.559 13.431
H -4.141 -11.956 12.345
H -3.630 -13.518 14.826
H -5.264 -13.847 14.009
H -5.194 -13.576 15.644
*
```

Computed properties:
- ⟨S²⟩ = 0.754
- Kohn-Sham gap (alpha / beta) (eV) = 7.11 / 2.61
- E_LUMO (alpha / beta) (eV) = -2.797 / -7.299
- E_HOMO (alpha / beta) (eV) = -9.91 / -9.91